# C46H58MoN5O3Se

A structure of composition C46H58MoN5O3Se (the ωB97M-V functional and the def2-TZVPD basis, the Open Molecules 2025 dataset).

The geometry in XYZ format:
```
114
Properties=species:S:1:pos:R:3:forces:R:3
C -6.758492 -2.361929 -1.748359 0.1 0.0 -0.1
C -1.062927 0.047979 -5.805330 0.1 0.0 0.0
H 3.217830 -0.115213 -5.220240 0.0 0.0 0.0
C 2.882966 -1.310388 0.389746 0.0 0.0 0.0
Mo 0.102493 0.184210 -0.068181 -0.2 -0.5 0.1
C -2.255442 -1.227270 -7.610360 0.0 0.0 0.0
H 0.494573 1.390072 -6.392092 0.0 0.0 0.0
H -2.956991 -1.730736 -6.944310 0.0 0.0 0.0
H -7.090028 -3.787175 -3.375905 0.0 0.0 0.0
C -2.783836 -5.667626 -2.506084 0.0 0.0 0.0
H -4.959320 -4.168351 -2.762647 0.0 0.0 0.0
H -0.133499 0.347595 -8.457207 0.0 0.0 0.0
H -3.983829 -4.677261 -4.804902 0.0 0.0 0.0
H 1.881717 1.204893 3.506491 0.0 0.0 0.0
C -0.082114 1.605142 2.742825 0.0 0.0 0.0
C 1.379661 5.016920 -0.379391 0.0 0.0 0.0
C 2.536600 1.717366 1.044885 0.0 0.0 0.0
C 3.988552 -2.107825 0.153472 0.0 0.0 0.0
H -0.219582 5.220068 -1.813420 0.0 0.0 0.0
H 1.630176 6.069060 -0.359423 0.0 0.0 0.0
C -0.857547 -4.363182 -3.346754 0.0 0.0 0.0
C 0.214977 0.072477 -3.309300 0.0 -0.3 0.1
H -1.934039 3.819150 4.490974 0.0 0.0 0.0
H 3.849050 1.946635 -3.087386 0.0 0.0 0.0
C 2.089296 4.113243 0.397879 0.0 0.0 0.0
H 2.280726 -1.287027 2.395368 0.0 0.0 0.0
C -3.058552 -3.197100 -2.697901 -0.2 0.0 0.0
H 2.340091 1.945780 -2.171654 0.1 0.0 -0.1
H 3.633632 -0.209173 2.082085 0.0 0.0 0.0
C 0.109921 0.809159 -5.568197 0.0 -0.1 0.0
H -2.759929 -1.114497 -8.569252 0.0 0.0 0.0
C 1.817825 -2.105061 -1.481634 0.1 0.0 0.1
H -8.141340 -2.381555 -0.087218 0.0 0.0 0.0
H 3.076411 2.126770 1.901885 0.0 0.0 0.0
H -0.727282 2.794114 -1.796439 0.0 0.0 0.0
H -7.165061 -0.229010 -2.068990 0.0 0.0 0.0
C -7.450468 -1.200330 -2.476221 0.0 0.0 0.0
C 0.810223 0.819182 -4.387515 0.0 0.0 0.0
C -7.293335 -3.679902 -2.308413 0.0 0.0 0.0
C -2.455320 2.897879 2.617648 0.0 0.0 -0.1
H -0.811965 1.905120 -7.940711 0.0 0.0 0.0
C -3.101709 0.984453 -6.765980 0.0 0.0 0.0
C -5.248304 -2.232474 -1.943219 0.0 0.0 0.0
H 4.835646 -3.580126 -1.157546 0.0 0.0 0.0
C 1.137691 0.770364 2.834856 0.1 0.0 0.0
C -3.200051 -0.960167 -1.745342 -0.4 -0.2 0.0
C -2.899265 -4.569263 -4.765402 0.0 0.0 0.0
C 1.738770 2.776935 0.348696 0.0 0.0 0.0
O 0.597966 0.176416 -2.095768 -0.1 0.5 -0.1
C 3.989009 -2.939658 -0.950602 0.0 0.0 0.0
N 1.833558 -1.252874 -0.438698 0.0 -0.1 -0.1
H 3.280775 1.339212 0.337560 0.0 0.0 0.0
C 0.351940 4.551045 -1.185883 0.0 0.0 0.0
H 2.786473 -3.628740 -2.604612 0.0 0.0 0.0
C -1.054773 0.874687 -8.202622 0.0 0.0 0.0
H 0.932087 -2.107903 -2.089822 0.0 0.0 0.0
C 1.923793 3.052581 -4.627334 0.0 0.0 0.0
H -3.698069 0.507826 -5.985792 0.0 0.0 0.0
C -7.067267 -2.291577 -0.248160 0.0 0.0 0.1
H -0.484680 -5.331256 -3.680471 0.0 0.0 0.0
C 2.863169 -2.959445 -1.759706 0.0 0.0 0.0
H 1.278263 3.519920 -3.881530 0.0 0.0 0.0
O -1.139173 -1.700014 -2.577250 0.1 0.0 -0.1
Se -2.414021 0.582279 -1.150841 0.4 0.4 0.1
C -2.033454 2.027375 1.631947 0.1 0.0 0.1
H -2.516230 -5.553182 -1.454329 0.0 0.0 0.0
H -6.889521 -4.548323 -1.783841 0.0 0.0 0.0
H -3.847394 -5.892349 -2.565180 0.0 0.0 0.0
H -8.530575 -1.292218 -2.364403 0.0 0.0 0.0
H -8.374859 -3.705736 -2.181041 0.0 0.0 0.0
C -0.862029 -0.853493 -3.607691 0.0 0.1 0.1
H 4.820331 -2.089740 0.844672 0.0 0.0 0.0
C -4.460815 -3.256573 -2.470155 0.1 0.0 0.0
H 2.881557 3.573916 -4.619583 0.0 0.0 0.0
H -7.223354 -1.207149 -3.543514 0.0 0.0 0.0
H -1.668255 0.914202 -9.101567 0.0 0.0 0.0
C -1.838554 0.160491 -7.100485 0.0 0.0 0.0
H -5.133640 -0.246674 -1.123472 0.0 0.0 0.0
N -0.857115 1.370333 1.663524 -0.1 0.2 0.0
H -3.417800 3.377759 2.514852 0.0 0.0 0.0
C -2.388300 -4.425535 -3.324237 0.0 0.0 0.0
H -2.617677 -3.707866 -5.375341 0.0 0.0 0.0
N 0.736321 2.327525 -0.416489 -0.1 0.1 0.0
C -1.513860 -0.835303 -4.798795 0.1 0.1 0.0
C 2.147479 1.565983 -4.317741 -0.1 -0.1 0.0
H 0.851623 -0.201695 3.242172 0.0 0.0 0.0
H 4.033112 1.444030 -5.369639 0.0 0.0 0.0
C -1.637679 3.137313 3.705260 0.0 0.0 0.0
H -6.750625 -1.341741 0.187345 0.0 0.0 0.0
H 1.475232 3.207366 -5.607859 0.0 0.0 0.0
C -0.425998 2.471401 3.761489 0.0 0.0 0.0
H -3.718559 1.063624 -7.661388 0.0 0.0 0.0
H 2.656566 1.074468 -6.397912 0.0 0.0 0.0
C -2.472636 -2.004786 -2.360042 0.1 0.0 0.0
H -2.256011 -6.537858 -2.895273 0.0 0.0 0.0
N -0.688182 -1.331489 0.415126 0.1 0.1 0.0
H -6.577667 -3.099507 0.298074 0.0 0.0 0.0
H 2.907469 4.439654 1.025591 0.0 0.0 0.0
H -2.463227 -5.457189 -5.223955 0.0 0.0 0.0
H -2.842015 1.993645 -6.443809 0.0 0.0 0.0
H 3.069052 0.416559 -2.693754 0.0 0.0 0.0
C -4.593620 -1.069438 -1.573521 0.1 0.0 0.0
H -2.684054 1.859979 0.792684 0.0 0.0 0.0
C 0.061903 3.201013 -1.175721 0.0 0.0 0.0
H -1.390736 -1.874553 -7.764287 0.0 0.0 0.0
H -0.478593 -3.611154 -4.040720 0.0 0.0 0.0
C 2.882180 1.454398 -2.978526 0.0 0.0 0.0
H -2.351727 -1.494325 -4.974259 0.0 0.0 0.0
H -0.446608 -4.176498 -2.352610 0.0 0.0 0.0
O -1.273674 -2.272711 0.707459 0.0 0.0 0.0
C 2.694525 -0.585335 1.669312 0.0 0.1 0.1
C 3.061383 0.950773 -5.394689 0.0 0.0 0.0
N 1.730663 0.534662 1.495732 0.0 0.0 0.0
H 0.250156 2.607119 4.594308 0.0 0.0 0.0
```
Positions in Å, forces in eV/Å.

Computed properties:
Charge: +3
Energy above the lowest of the compared OMol25 structures with the same formula, charge and spin (kcal per mole): 4.1
Orbital gap (alpha / beta) (eV): 7.52 / 5.85
Multiplicity: 3
Maximum force (Eh/bohr): 0.0108
<S²>: 2.042